Density functional theory data (wB97M-V/def2-TZVPD) for a structure of composition C24H43N2OP3PrS.

Structure (XYZ):
```
75
Properties=species:S:1:pos:R:3:mulliken_charge:R:1
Pr -0.15 -0.28 0.28 0.343
P 0.73 -2.75 -0.93 1.057
P 2.68 -0.17 1.17 0.916
P -2.99 0.32 -0.42 0.968
H 2.14 3.18 -0.61 0.369
C 1.10 3.53 -0.47 -0.508
C 0.60 3.87 0.72 -0.645
H 1.22 3.98 1.61 0.390
C 1.79 -2.17 -2.36 -1.236
C 1.70 -4.11 -0.18 -1.465
C -0.62 -3.80 -1.63 -1.225
C 3.19 1.32 2.14 -1.156
C 3.15 -1.46 2.42 -1.211
C 4.20 -0.28 0.13 -1.402
C -3.61 1.93 0.24 -1.203
C -4.37 -0.62 0.38 -1.301
C -3.42 0.27 -2.22 -1.142
H 0.43 3.39 -1.33 0.202
H -0.49 4.02 0.84 0.342
H 1.29 -2.51 -3.27 0.451
H 2.78 -2.63 -2.24 0.508
H 1.87 -1.06 -2.39 0.284
H 1.78 -4.95 -0.88 0.459
H 1.19 -4.47 0.73 0.481
H 2.72 -3.77 0.08 0.346
H -0.21 -4.50 -2.37 0.473
H -1.41 -3.17 -2.09 0.354
H -1.07 -4.38 -0.80 0.399
H 4.28 1.40 2.06 0.451
H 2.91 1.21 3.19 0.412
H 2.72 2.22 1.72 0.137
H 4.25 -1.51 2.47 0.446
H 2.76 -2.45 2.11 0.234
H 2.73 -1.20 3.40 0.404
H 5.05 -0.02 0.76 0.561
H 4.13 0.43 -0.70 0.402
H 4.35 -1.29 -0.28 0.353
H -4.39 2.33 -0.42 0.412
H -2.79 2.66 0.33 0.251
H -4.04 1.75 1.23 0.435
H -5.32 -0.42 -0.13 0.393
H -4.46 -0.29 1.42 0.425
H -4.18 -1.70 0.37 0.369
H -4.48 0.52 -2.35 0.460
H -3.24 -0.76 -2.57 0.373
H -2.82 0.97 -2.83 0.260
C -0.03 1.42 -4.07 0.756
C 0.54 0.61 -5.07 -0.398
C 0.23 0.81 -6.40 -0.544
C -0.57 1.91 -6.76 -0.594
C -1.25 2.60 -5.76 -0.641
C -0.97 2.39 -4.40 -0.297
O 0.37 1.30 -2.73 -0.107
H 0.26 0.39 -2.37 -0.173
H 1.24 -0.17 -4.79 0.312
H 0.65 0.18 -7.18 0.403
H -0.61 2.25 -7.80 0.413
H -2.02 3.30 -6.02 0.389
H -1.48 2.92 -3.60 0.414
N -0.92 -2.98 2.21 -0.326
C -0.67 -1.92 3.10 0.379
N -0.46 -0.65 2.72 0.495
C -0.49 0.23 3.86 -0.550
C -0.32 1.62 3.93 -0.430
C -0.44 2.26 5.17 -0.798
C -0.66 1.53 6.34 -0.560
C -0.81 0.14 6.29 -0.615
C -0.73 -0.47 5.04 1.032
S -0.98 -2.21 4.79 -0.155
H -1.18 -3.78 2.80 0.374
H -0.14 -3.26 1.64 -0.164
H -0.10 2.17 3.03 0.444
H -0.36 3.35 5.26 0.453
H -0.73 1.99 7.33 0.431
H -1.03 -0.53 7.13 0.429
```

The value obtained for the HOMO energy (spin up / spin down) is -15.70 / -15.70 eV. Its spin multiplicity is 3. Its expectation value of S² is 2.005. The orbital gap (spin up / spin down) is 5.254 / 5.788 eV. Its net charge is +3. As for the relative energy (zero: lowest compared OMol25 entry of this formula, charge and spin): 111.5 kJ/mol. The lowest unoccupied orbital energy (spin up / spin down) comes out at -0.38370 / -0.36414 Ha.


Density functional theory data (wB97M-V/def2-TZVPD) for a structure of composition C24H43N2P3RuS2.

Structure (XYZ):
```
75
Properties=species:S:1:pos:R:3:mulliken_charge:R:1
Ru 0.16 -0.34 -0.28 0.390
P -1.45 -0.52 -1.95 1.593
P 1.09 -2.48 -0.50 1.018
P -1.25 1.40 1.13 0.788
H 1.61 -0.47 -2.82 0.302
C 1.71 0.32 -2.09 -0.735
C 2.54 0.22 -0.96 -0.525
H 3.23 -0.61 -0.85 0.659
C -1.13 0.24 -3.58 -1.375
C -1.81 -2.26 -2.40 -1.333
C -3.14 0.08 -1.55 -1.373
C 2.56 -2.85 0.54 -1.238
C 0.09 -3.94 -0.01 -1.227
C 1.73 -3.10 -2.11 -1.733
C -0.26 2.13 2.50 -1.075
C -2.67 0.76 2.12 -1.301
C -2.07 2.82 0.31 -1.139
H 1.52 1.34 -2.48 0.350
H 2.82 1.14 -0.44 -0.185
H -1.95 -0.03 -4.27 0.498
H -0.18 -0.13 -3.98 0.375
H -1.08 1.33 -3.48 0.310
H -2.50 -2.26 -3.25 0.594
H -2.29 -2.78 -1.56 0.300
H -0.90 -2.79 -2.67 0.183
H -3.84 -0.29 -2.31 0.566
H -3.18 1.17 -1.54 0.341
H -3.46 -0.29 -0.57 0.292
H 3.00 -3.80 0.20 0.527
H 2.28 -2.96 1.59 0.307
H 3.32 -2.08 0.45 0.254
H 0.45 -4.84 -0.51 0.561
H -0.96 -3.81 -0.25 0.182
H 0.17 -4.09 1.07 0.387
H 2.32 -4.00 -1.91 0.529
H 2.38 -2.36 -2.58 0.431
H 0.92 -3.37 -2.79 0.409
H -0.93 2.51 3.28 0.457
H 0.37 2.96 2.12 0.409
H 0.40 1.37 2.93 0.155
H -3.35 1.57 2.38 0.639
H -2.31 0.30 3.05 0.372
H -3.22 0.00 1.56 0.198
H -1.51 3.75 0.42 0.395
H -3.06 2.97 0.73 0.494
H -2.18 2.64 -0.76 0.219
C 2.25 4.16 -0.93 0.431
C 1.96 4.88 -2.14 -0.205
C 2.85 5.88 -2.53 -0.486
C 4.01 6.11 -1.76 -0.516
C 4.35 5.32 -0.65 -0.515
C 3.48 4.32 -0.24 -0.178
S 1.15 3.08 -0.31 -0.045
H 0.16 1.09 -0.93 -0.119
H 1.02 4.65 -2.65 0.484
H 2.62 6.48 -3.42 0.447
H 4.67 6.92 -2.05 0.444
H 5.26 5.47 -0.08 0.449
H 3.64 3.68 0.64 0.480
N 1.70 -0.47 2.81 -0.148
C 0.57 -1.23 2.87 -0.556
N -0.27 -1.39 1.86 1.715
C -1.37 -2.15 2.26 -1.431
C -2.48 -2.48 1.46 0.173
C -3.51 -3.25 2.01 -1.316
C -3.46 -3.65 3.35 -0.730
C -2.37 -3.30 4.17 -0.369
C -1.33 -2.56 3.62 0.646
S 0.13 -1.97 4.41 -0.213
H 2.30 -0.48 3.61 0.245
H 2.08 -0.20 1.90 0.015
H -2.50 -2.13 0.43 0.593
H -4.36 -3.53 1.38 0.505
H -4.28 -4.24 3.77 0.459
H -2.31 -3.59 5.22 0.494
```

The value obtained for the HOMO energy (spin up / spin down) is -13.81 / -15.42 eV. Its spin multiplicity is 6. Its expectation value of S² is 8.818. The orbital gap (spin up / spin down) is 5.301 / 2.465 eV. Its net charge is +3. As for the relative energy (zero: lowest compared OMol25 entry of this formula, charge and spin): 187.7 kJ/mol. The lowest unoccupied orbital energy (spin up / spin down) comes out at -0.31269 / -0.47599 Ha.


Density functional theory data (wB97M-V/def2-TZVPD) for a cluster of 8 separate species, C24H43N8O3PS in total.

Structure (XYZ):
```
80
Properties=species:S:1:pos:R:3:mulliken_charge:R:1
C -1.46 -4.33 -3.17 -0.461
O -1.45 -3.96 -1.82 -0.390
C -0.60 -2.84 -1.58 0.086
C 0.07 -3.04 -0.21 -1.100
C 0.08 -1.77 0.63 -0.871
C 1.05 -0.69 0.11 0.138
C 1.99 -0.25 1.23 -1.241
C 3.25 0.48 0.72 0.571
C 4.04 -0.35 -0.30 -0.930
C 4.27 0.37 -1.63 -0.918
N 4.70 1.76 -1.48 -0.116
C 3.72 2.68 -1.61 0.451
O 2.92 2.69 -2.43 -0.482
O 3.68 3.71 -0.63 -0.186
P 4.92 4.79 -0.85 0.199
S 4.27 6.61 -0.73 -0.379
H -1.95 -3.56 -3.79 0.291
H -0.46 -4.48 -3.58 0.334
H -2.01 -5.24 -3.30 -0.028
H -1.15 -1.90 -1.64 -0.015
H 0.18 -2.85 -2.34 0.331
H 1.11 -3.31 -0.40 0.240
H -0.41 -3.85 0.30 0.496
H 0.35 -2.05 1.64 0.446
H -0.93 -1.36 0.70 0.369
H 0.44 0.15 -0.22 0.156
H 1.58 -1.05 -0.77 0.119
H 1.42 0.44 1.85 0.357
H 2.31 -1.09 1.84 0.344
H 2.98 1.48 0.39 -0.207
H 3.88 0.61 1.60 0.110
H 3.55 -1.29 -0.50 0.485
H 5.02 -0.59 0.12 0.422
H 3.40 0.29 -2.26 0.399
H 5.05 -0.17 -2.16 0.316
H 5.27 1.91 -0.65 0.300
H 5.88 4.54 0.15 0.079
H 5.48 4.53 -2.11 0.115
C -3.56 -8.54 -3.96 -0.846
C -2.26 -7.89 -4.00 0.447
N -1.24 -7.38 -4.03 -0.402
H -4.15 -8.30 -4.84 0.269
H -3.46 -9.63 -3.91 0.304
H -4.13 -8.23 -3.08 0.272
C -2.67 1.47 -1.68 -0.480
C -2.60 1.30 -0.24 0.453
N -2.54 1.17 0.90 -0.509
H -3.69 1.62 -2.01 0.012
H -2.09 2.32 -2.01 0.295
H -2.28 0.59 -2.20 0.213
C 3.39 0.50 4.73 -0.202
C 4.03 -0.72 4.27 0.459
N 4.53 -1.69 3.92 -0.489
H 4.13 1.29 4.90 0.293
H 2.68 0.88 3.99 0.036
H 2.85 0.35 5.66 -0.027
C 0.50 4.98 0.54 -0.769
C 1.01 3.96 1.43 0.533
N 1.42 3.14 2.13 -0.438
H -0.31 4.60 -0.07 0.181
H 0.12 5.84 1.10 0.329
H 1.29 5.34 -0.13 0.178
C -6.75 1.37 -3.96 -0.562
C -5.46 2.03 -3.93 0.490
N -4.44 2.56 -3.90 -0.464
H -7.30 1.60 -4.87 0.321
H -6.64 0.28 -3.91 0.277
H -7.37 1.67 -3.12 -0.014
C 4.10 -0.53 9.09 -0.829
C 2.89 -0.01 8.45 0.412
N 1.94 0.40 7.95 -0.427
H 4.92 0.18 9.00 0.266
H 3.93 -0.72 10.14 0.318
H 4.41 -1.46 8.62 0.273
C -8.46 3.32 0.06 -0.755
C -8.89 2.67 -1.18 0.403
N -9.22 2.17 -2.15 -0.456
H -9.11 3.04 0.88 0.276
H -7.44 3.02 0.32 0.267
H -8.48 4.40 -0.04 0.263
```

The value obtained for the HOMO energy is -9.08 eV. Its spin multiplicity is 1. The SMILES is COCCCCCCCCNC(=O)O[PH2]=S.CC#N.CC#N.CC#N.CC#N.CC#N.CC#N.CC#N. The orbital gap is 9.477 eV. The lowest unoccupied orbital energy comes out at 0.01453 Ha.